Record 1
80
Properties=species:S:1:pos:R:3:mulliken_spin:R:1 method="wB97M-V/def2-TZVPD" lumo_energy_ev="0.56 / 0.14" e_homo_ev="-5.48 / -9.09" multiplicity=2 charge=0 gap_ev="6.0 / 9.2"
Be 1.1965 -1.1903 -0.3439 -0.25
B 0.4525 1.6696 -0.2862 0.58
F -0.2745 0.6026 0.1698 0.33
F -0.0344 2.8497 0.0927 0.01
F 1.7268 1.4353 0.1398 -0.13
F 0.3561 1.6415 -1.6296 0.01
N -0.7728 -2.2579 0.9019 -0.08
C -0.5879 -3.3208 1.6878 0.03
C -1.5506 -3.9152 2.4914 0.02
C -2.8342 -3.3731 2.4129 0.00
C -3.1327 -2.3423 1.4856 0.00
C -2.0738 -1.8570 0.7173 0.01
H 0.4049 -3.7461 1.6867 0.01
H -1.2351 -4.6598 3.2073 0.00
H -3.6046 -3.7857 3.0476 0.00
H -4.1178 -1.9112 1.3850 0.00
H -2.3948 -1.1061 0.0105 0.00
N 1.5495 -0.9193 2.3858 -0.04
C 2.2698 -1.8916 3.1324 0.05
C 2.8527 -1.5237 4.3612 0.02
C 2.6460 -0.2230 4.8116 0.00
C 1.9314 0.7294 4.0837 0.01
C 1.3698 0.3297 2.9029 0.05
H 2.5471 -2.8542 2.7288 -0.02
H 3.6013 -2.1230 4.8580 0.00
H 3.1569 0.0231 5.7307 0.00
H 1.8817 1.7371 4.4691 0.00
H 0.7265 1.0244 2.3835 -0.02
N 2.4399 -0.6944 -2.5753 0.02
C 2.7885 0.6172 -2.7308 0.07
C 3.2510 1.1944 -3.9418 0.00
C 3.3148 0.4256 -5.0788 0.00
C 3.0022 -0.9494 -5.0245 0.01
C 2.5650 -1.4387 -3.7327 0.02
H 2.8104 1.4317 -2.0219 0.00
H 3.5170 2.2395 -3.8827 0.00
H 3.6244 0.8291 -6.0316 0.00
H 3.1892 -1.5941 -5.8705 0.00
H 2.3461 -2.4937 -3.6591 0.00
N -4.0835 1.1032 -1.2467 0.00
C -5.3769 1.4971 -1.1629 0.00
C -5.7184 2.8594 -0.9479 0.00
C -4.7704 3.8099 -0.7883 0.00
C -3.4208 3.3978 -0.7720 0.00
C -3.1581 2.0634 -1.0692 0.01
H -6.0885 0.6927 -1.2767 0.00
H -6.7562 3.1180 -0.7977 0.00
H -5.0109 4.8080 -0.4532 0.00
H -2.6283 4.0361 -0.4100 0.00
H -2.1394 1.7133 -1.1474 0.00
C -2.5768 -1.8439 -3.4100 0.00
C -1.3533 -0.9686 -3.2372 0.05
O -0.6831 -1.0215 -2.2059 0.11
C -0.8222 -0.0186 -4.3732 0.00
H -3.1530 -1.9027 -2.4866 0.00
H -2.2145 -2.8186 -3.7368 0.00
H -3.1368 -1.3934 -4.2295 0.00
H -1.0916 -0.4844 -5.3211 0.00
H 0.2633 0.0715 -4.3327 0.00
H -1.3279 0.9465 -4.4019 0.00
C 5.5268 -1.7268 1.3173 0.00
C 4.8678 -1.0575 0.1351 0.07
O 3.7171 -0.7382 0.2227 0.04
C 5.7173 -0.4857 -1.0329 0.00
H 5.7124 -2.7976 1.2335 0.00
H 5.0056 -1.7944 2.2722 0.00
H 6.5847 -1.5340 1.4956 0.00
H 6.0413 0.5202 -0.7661 0.00
H 5.1469 -0.4530 -1.9612 0.00
H 6.5128 -1.2053 -1.2270 0.00
C -1.9420 1.4024 2.8801 0.00
C -3.3253 1.9540 3.1293 0.00
O -4.2627 1.1703 3.1692 0.00
C -3.4763 3.4432 3.4493 0.00
H -2.0715 0.3205 2.8534 0.00
H -1.2999 1.5578 3.7471 0.00
H -1.5090 1.7545 1.9438 0.01
H -4.4703 3.5744 3.8768 0.00
H -3.4708 4.0112 2.5191 0.00
H -2.6625 3.8095 4.0751 0.00

Record 2
86
Properties=species:S:1:pos:R:3:lowdin_charge:R:1 method="wB97M-V/def2-TZVPD" lumo_energy_ev=-0.39 e_homo_ev=-7.53 charge=0 gap_ev=7.1
C 3.5842 3.0022 0.5395 -0.09
C 4.1331 2.4154 -0.8190 -0.23
O 2.9444 2.0399 -1.5805 -0.10
C 3.4177 1.6904 -2.8661 -0.45
O 3.1389 2.4446 -3.7580 0.13
C 4.2163 0.3591 -3.1210 -0.09
C 3.3430 -0.8854 -2.7201 -0.15
C 3.2659 -1.1235 -1.1374 -0.13
C 1.8508 -1.7220 -0.8564 -0.15
C 0.7227 -0.7787 -1.0348 0.03
C -0.6303 -1.2536 -0.8396 -0.23
C -0.8817 -2.6630 -0.4594 -0.40
C 0.1997 -3.5931 -0.2467 -0.03
C 1.5753 -3.0829 -0.4579 -0.15
C 2.7467 -4.1110 -0.2233 -0.10
C 2.8899 -4.3930 1.3273 -0.36
O 3.2731 -5.7473 1.6196 -0.05
C 3.8151 -3.3717 2.0762 -0.22
N 5.2150 -3.3320 1.5667 -0.01
S -2.6517 -3.0831 -0.2546 0.93
C -3.2802 -1.5400 0.5048 -0.35
C -4.3006 -1.5000 1.5464 -0.20
C -4.9316 -2.8454 2.0183 -0.16
C -5.9172 -3.4105 0.9202 -0.16
C -7.0456 -2.4017 0.4807 -0.22
O -7.3866 -1.4358 1.4802 -0.21
C -7.7181 -0.1991 0.8420 -0.13
C -4.6589 -0.1924 2.0726 -0.05
C -4.0620 1.0628 1.6144 -0.09
C -3.0712 0.9988 0.5429 -0.03
C -2.6878 -0.3083 -0.0052 -0.22
N -1.7069 -0.3252 -1.0601 0.04
H 2.9945 3.9100 0.2636 -0.04
H 2.8478 2.2382 0.9201 0.09
H 4.3974 3.1902 1.2782 0.02
H 4.7615 1.4963 -0.6801 0.11
H 4.7212 3.2210 -1.3295 0.14
H 4.3612 0.3198 -4.2338 0.12
H 5.2360 0.3699 -2.6637 0.12
H 2.3215 -0.7318 -3.1647 0.11
H 3.7198 -1.8547 -3.1465 0.12
H 3.3686 -0.1547 -0.5819 0.10
H 4.1082 -1.7915 -0.8368 0.09
H 0.8629 0.2888 -1.3137 0.11
H -0.0011 -4.6416 0.0618 0.12
H 2.3890 -5.0656 -0.7054 0.13
H 3.6980 -3.7883 -0.7107 0.09
H 1.8587 -4.2599 1.7616 0.14
H 4.1821 -5.7510 1.9731 0.09
H 3.3576 -2.3447 2.1445 0.12
H 3.8864 -3.7276 3.1475 0.11
H 5.4709 -2.3685 1.3531 0.06
H 5.3109 -3.9128 0.7332 0.06
H -5.4067 -2.7340 3.0241 0.12
H -4.0722 -3.5669 2.1261 0.10
H -6.3543 -4.4048 1.2167 0.11
H -5.3057 -3.6193 -0.0031 0.08
H -6.6341 -1.8284 -0.4034 0.12
H -7.9318 -2.9793 0.0930 0.13
H -8.1770 0.5318 1.5642 0.10
H -8.4062 -0.3529 -0.0389 0.10
H -6.7993 0.3123 0.4301 0.08
H -5.4248 -0.1233 2.8754 0.11
H -4.3872 2.0075 2.1045 0.07
H -2.6265 1.9606 0.2055 0.05
H -1.3661 0.6050 -1.2945 0.11
C 7.2534 4.1066 3.3380 -1.62
Br 7.2198 2.4349 2.3644 0.57
Br 8.1814 5.4899 2.3571 0.57
Br 5.4785 4.6680 3.8635 0.56
H 7.8144 3.9318 4.2498 -0.03
C -2.7468 -0.3747 -4.8123 -1.62
Br -3.8784 1.1180 -4.3276 0.55
Br -0.8707 0.0978 -4.7486 0.56
Br -3.1275 -1.9365 -3.7418 0.59
H -2.9765 -0.6276 -5.8417 -0.03
C -4.1393 5.2530 0.4684 -1.60
Br -4.1748 5.4760 2.3889 0.57
Br -2.3538 4.8820 -0.1774 0.58
Br -5.4052 3.9173 -0.1240 0.59
H -4.4454 6.1979 0.0321 -0.03
C 1.4426 6.8427 0.1925 -1.60
Br 2.3523 6.2325 1.7870 0.58
Br 1.9689 8.6405 -0.2872 0.57
Br 1.6619 5.6128 -1.2873 0.62
H 0.3830 6.8729 0.4248 -0.05

Record 3
76
Properties=species:S:1:pos:R:3:mulliken_spin:R:1 method="wB97M-V/def2-TZVPD" de_lowest_kcal_mol=116.5 lumo_energy_ev="-0.11 / -0.84" e_homo_ev="-5.84 / -5.68" multiplicity=6 charge=0 gap_ev="5.7 / 4.8"
Mn -1.0465 -1.2099 0.6824 4.25
C -1.7788 -2.4492 -2.7221 -0.05
C -0.8828 -1.5531 -3.1493 0.04
C -1.2003 -0.2645 -3.7840 0.00
C -2.4760 0.4056 -3.2568 0.00
C -2.6128 0.4421 -1.7586 -0.01
C -2.9269 -0.5551 -0.9107 0.21
C -3.7356 -1.7221 -1.3922 -0.02
C -3.2502 -2.2908 -2.7479 0.02
C -0.2114 -0.2577 2.9631 0.14
H -1.5476 -3.5041 -2.5467 0.00
H 0.1797 -1.7612 -3.2336 0.00
H -1.3079 -0.3491 -4.8738 0.00
H -0.3778 0.4427 -3.6116 0.00
H -2.3382 1.4365 -3.6164 0.00
H -3.3889 0.0456 -3.7474 0.00
H -2.5634 1.5188 -1.4942 0.00
H -2.9917 -0.5043 0.2163 -0.11
H -4.8072 -1.5141 -1.5188 0.00
H -3.6574 -2.5695 -0.6987 -0.02
H -3.7119 -3.2890 -2.8424 0.00
H -3.6596 -1.6820 -3.5614 0.00
H -0.0403 -1.3060 3.2848 0.00
H -0.9406 0.1762 3.6922 0.00
H 0.7781 0.2062 3.2197 -0.04
P -0.5653 1.5036 0.8027 0.10
P 2.0448 -0.2176 0.3785 0.11
N -2.3631 1.7540 1.1209 -0.01
N -0.0667 3.0673 1.3824 0.02
N 1.6237 -1.8725 -0.0966 0.03
N 3.7173 -0.3577 -0.2685 0.01
C 0.0630 1.5277 -0.8714 -0.25
C 1.4632 0.9317 -1.1978 0.43
C -3.0500 0.9800 2.1012 0.02
C -4.3674 1.3981 2.1420 0.00
C -4.5250 2.4329 1.1596 0.00
C -3.2807 2.6515 0.5760 0.00
C -0.1604 3.4178 2.7443 0.00
C 0.1860 4.7543 2.8798 0.00
C 0.4874 5.2515 1.5527 0.00
C 0.3427 4.2018 0.6699 0.00
C 0.7383 -2.5425 0.8718 -0.18
C -0.0834 -3.4206 0.1116 -0.09
C 0.3700 -3.3947 -1.2460 0.06
C 1.3844 -2.4544 -1.3515 -0.05
C 4.3175 -1.2783 -1.1258 0.00
C 5.6830 -1.0429 -1.1998 0.00
C 5.9379 0.0483 -0.3169 0.01
C 4.7288 0.4700 0.2477 0.00
H -0.0256 2.5572 -1.2305 -0.01
H -0.6498 0.9186 -1.4605 0.07
H 1.3930 0.3623 -2.1560 -0.01
H 2.1524 1.7610 -1.4755 0.02
H -2.5058 0.3141 2.7646 -0.02
H -5.1247 0.9904 2.8049 0.00
H -5.4233 3.0007 0.9820 0.00
H -2.9623 3.3940 -0.1418 0.00
H -0.5074 2.6807 3.4522 0.00
H 0.1097 5.3291 3.7937 0.00
H 0.7232 6.2611 1.2724 0.00
H 0.4268 4.1864 -0.4047 0.00
H 1.1160 -2.7203 1.8872 0.03
H -0.8104 -4.1290 0.4767 0.01
H 0.0538 -4.0000 -2.1079 0.00
H 2.0450 -2.2506 -2.2141 0.01
H 3.7657 -2.1150 -1.5100 0.00
H 6.3945 -1.6215 -1.7927 0.00
H 6.9206 0.4688 -0.0995 0.00
H 4.4834 1.1891 1.0297 0.00
C 3.7604 -2.3711 3.5499 0.02
O 2.8927 -1.9676 2.4580 0.03
C 2.7165 -0.6696 2.0723 0.23
O 2.9608 0.2367 2.8966 0.00
H 4.4862 -1.6203 3.8092 0.00
H 4.2861 -3.2723 3.2463 0.00
H 3.1929 -2.6140 4.4389 0.00

no.,E_tot (eV)
1,-54741.6246
2,-893200.6266
3,-90630.5211